Computed, not measured: a structure of composition C11H12InN3O8 at a distorted geometry, with ωB97M-V/def2-TZVPD.

Results
LUMO level: -0.368 eV
Kohn-Sham gap: 9.2 eV
E_HOMO: -9.595 eV
Calculated total energy: -37626.3611 eV
Multiplicity: 1

Cartesian coordinates (Å):
In: 0.00 0.09 -1.22
O: 3.83 0.34 0.76
C: 2.83 0.06 0.13
O: 1.98 0.85 -0.48
C: 2.49 -1.39 0.00
C: 3.21 -2.46 0.56
C: 2.68 -3.71 0.47
C: 1.36 -3.86 -0.01
C: 0.69 -2.78 -0.50
N: 1.27 -1.58 -0.49
C: -0.73 -2.76 -1.01
O: -1.30 -3.84 -1.00
O: -1.21 -1.64 -1.47
H: 4.18 -2.26 0.96
H: 3.27 -4.58 0.78
H: 0.88 -4.80 -0.08
C: -2.58 2.23 3.30
O: -2.17 1.17 2.48
C: -1.22 1.41 1.54
O: -0.96 0.48 0.78
N: -0.70 2.62 1.47
N: 0.60 2.81 1.00
H: -3.30 1.76 3.95
H: -3.06 3.10 2.79
H: -1.79 2.66 3.89
H: -0.89 3.24 2.22
H: 1.18 2.03 1.24
H: 0.52 2.86 -0.02
C: -2.13 0.53 -3.60
O: -1.48 1.77 -3.23
C: -0.60 1.85 -2.23
O: -0.08 2.89 -1.95
H: -2.76 0.91 -4.39
H: -2.63 0.21 -2.70
H: -1.38 -0.19 -3.95

***

Computed, not measured: a cluster of 4 separate species, C2H13N2O3 in total at a distorted geometry, with ωB97M-V/def2-TZVPD.

Results
LUMO level: -2.842 eV
Kohn-Sham gap: 9.5 eV
Total charge: +1
E_HOMO: -12.309 eV
Calculated total energy: -11401.1111 eV
Multiplicity: 1

Cartesian coordinates (Å):
C: -0.11 -0.23 -1.25
C: -1.38 -0.30 -1.69
N: -1.87 0.26 -2.82
N: 0.08 -0.70 0.16
H: 0.78 0.20 -1.68
H: -2.03 -0.91 -1.09
H: -2.87 0.31 -2.89
H: -1.31 0.69 -3.52
H: 0.62 0.06 0.60
H: 0.67 -1.54 0.30
H: -0.80 -0.83 0.64
H: 1.89 -0.16 2.86
H: 1.88 1.36 3.06
O: 1.46 0.65 2.57
H: 0.24 4.13 -0.41
H: -0.99 3.36 0.07
O: -0.04 3.30 -0.01
H: 1.48 -3.88 1.29
H: 1.09 -2.81 2.37
O: 1.21 -2.97 1.44

***

Computed, not measured: a structure of composition C29H54N3PSi2Ti at a distorted geometry, with ωB97M-V/def2-TZVPD.

Results
LUMO level (alpha / beta): 0.386 / 0.380 eV
Kohn-Sham gap (alpha / beta): 6.3 / 7.3 eV
E_HOMO (alpha / beta): -5.905 / -6.944 eV
Calculated total energy: -83577.0142 eV
Multiplicity: 3

Cartesian coordinates (Å):
Ti: 0.23 -0.53 -0.41
C: -3.20 1.15 4.53
N: -1.98 0.53 3.97
C: -1.49 -0.66 4.67
C: -1.24 1.37 3.24
C: -0.90 2.62 3.85
C: -0.10 3.56 3.25
C: 0.40 3.32 1.93
C: 0.19 2.05 1.41
C: -0.72 1.15 1.95
N: -0.91 -0.01 1.11
C: -2.04 -0.89 1.14
C: -3.36 -0.59 1.54
C: -4.30 -1.57 1.87
C: -3.93 -2.94 1.75
C: -2.67 -3.25 1.20
C: -1.73 -2.25 0.81
N: -0.49 -2.54 0.25
C: 0.29 -3.34 1.30
C: -0.65 -3.43 -0.97
H: -3.10 1.51 5.59
H: -4.01 0.38 4.53
H: -3.55 1.91 3.82
H: -0.93 -0.44 5.58
H: -0.74 -1.26 4.08
H: -2.35 -1.32 4.96
H: -1.15 2.82 4.87
H: 0.20 4.48 3.78
H: 0.96 4.12 1.50
H: 0.51 1.74 0.40
H: -3.55 0.48 1.67
H: -5.21 -1.29 2.40
H: -4.54 -3.82 2.05
H: -2.40 -4.31 1.06
H: -0.43 -3.84 1.91
H: 0.84 -2.65 1.94
H: 1.00 -4.02 0.85
H: -0.83 -4.55 -0.74
H: 0.30 -3.39 -1.52
H: -1.50 -2.98 -1.57
C: -2.14 2.61 -3.84
Si: -2.09 1.56 -2.21
C: -1.91 2.82 -0.88
C: -3.69 0.56 -2.01
C: -0.74 0.12 -2.23
Si: 0.31 0.07 -3.84
C: 1.45 -1.45 -3.91
C: 1.50 1.51 -3.65
C: -0.51 -0.05 -5.58
H: -2.92 3.40 -3.61
H: -2.37 2.01 -4.71
H: -1.21 3.14 -4.01
H: -2.67 3.57 -1.06
H: -0.93 3.28 -0.94
H: -2.03 2.45 0.15
H: -4.29 0.56 -2.90
H: -4.33 1.09 -1.26
H: -3.57 -0.48 -1.73
H: -1.31 -0.87 -2.14
H: 1.25 -2.44 -3.52
H: 2.34 -1.18 -3.41
H: 1.57 -1.56 -4.98
H: 2.57 1.33 -3.86
H: 1.48 2.02 -2.67
H: 1.16 2.24 -4.38
H: -1.53 -0.48 -5.41
H: 0.06 -0.72 -6.18
H: -0.68 0.86 -6.15
C: 5.03 -1.95 -0.38
C: 3.56 -1.73 -0.66
P: 2.69 -0.16 -0.21
C: 3.84 1.15 -1.06
C: 3.81 2.56 -0.42
C: 3.49 0.11 1.44
C: 3.03 -1.01 2.40
H: 5.49 -2.83 -0.81
H: 5.25 -2.00 0.74
H: 5.61 -1.05 -0.78
H: 2.92 -2.48 -0.20
H: 3.29 -1.91 -1.72
H: 3.54 1.12 -2.12
H: 4.87 0.74 -0.97
H: 4.52 2.67 0.44
H: 2.81 2.89 -0.23
H: 4.15 3.24 -1.17
H: 3.13 1.09 1.75
H: 4.64 0.21 1.32
H: 2.97 -2.03 1.96
H: 2.00 -0.81 2.79
H: 3.68 -1.13 3.23